(1)
The following is a DFT calculation (ωB97M-V with the def2-TZVPD basis set) of a cluster of 2 separate species, C5H13NO in total in a non-equilibrium geometry.

ΔE to the lowest compared entry with this formula, charge and spin: 2.109 eV
Structure (SMILES): CN1CCCC1.O
Total charge: 0

Geometry (Å):
H -2.280 1.096 -3.037
O -1.582 1.211 -2.392
C 0.501 1.051 0.226
H -1.774 -0.951 0.339
C 0.959 -0.849 -1.319
C -0.702 -1.044 0.526
C -0.338 -0.440 1.899
C 0.698 0.766 1.737
H -0.241 1.856 -0.046
H -1.211 0.437 -1.983
H -1.202 -0.107 2.381
H -0.560 -2.087 0.435
H 0.305 -1.438 -1.921
H 0.176 -1.143 2.610
H 0.682 1.746 2.227
H 1.742 -1.570 -1.067
H 1.518 1.483 -0.108
H 1.449 -0.125 -1.961
N 0.134 -0.264 -0.322
H 1.725 0.369 1.775

(2)
The following is a DFT calculation (ωB97M-V with the def2-TZVPD basis set) of an isolated molecule of C5H13NO in a non-equilibrium geometry.

ΔE to the lowest compared entry with this formula, charge and spin: 0.459 eV
Structure (SMILES): C[C@@H](O)C(C)(C)N
Total charge: 0

Geometry (Å):
C -0.818 -1.277 -0.604
C -0.505 0.178 -0.254
H -2.387 0.692 0.619
C -1.347 0.637 0.933
H 2.575 -0.104 1.352
N -0.944 1.006 -1.452
H -0.884 1.995 -1.228
H -1.035 1.623 1.272
H -0.315 0.839 -2.233
H -0.224 -1.617 -1.450
C 0.993 0.445 -0.035
H 0.992 -0.165 2.117
H 1.140 1.511 0.171
O 1.760 0.180 -1.182
H -1.864 -1.344 -0.887
H 1.490 -1.448 0.993
H -0.642 -1.934 0.244
C 1.533 -0.382 1.202
H 1.753 -0.772 -1.341
H -1.271 -0.060 1.762

(3)
The following is a DFT calculation (ωB97M-V with the def2-TZVPD basis set) of a cluster of 2 separate species, C5H13NO in total in a non-equilibrium geometry.

ΔE to the lowest compared entry with this formula, charge and spin: 1.297 eV
Structure (SMILES): CC(N)=O.CCC
Total charge: 0

Geometry (Å):
C 1.784 -0.361 0.332
H 0.621 -1.350 1.872
H -2.902 -0.187 -1.868
H -3.778 0.844 0.223
H -1.575 -0.493 0.297
H -2.578 1.652 1.426
C -2.853 1.220 0.487
C -1.962 0.335 -1.682
H -1.132 -0.286 -2.142
N 1.738 -0.851 -0.920
H -0.672 0.929 -0.053
C -1.727 0.437 -0.137
H -1.927 1.223 -2.271
C 1.582 -1.437 1.423
H -2.895 2.201 -0.171
H 2.280 -1.290 2.168
H 1.857 -2.537 1.019
H 1.298 -1.798 -0.973
H 1.754 -0.239 -1.718
O 2.068 0.765 0.763

(4)
The following is a DFT calculation (ωB97M-V with the def2-TZVPD basis set) of a cluster of 2 separate species, C5H13NO in total in a non-equilibrium geometry.

ΔE to the lowest compared entry with this formula, charge and spin: 1.988 eV
Structure (SMILES): C=CCCCN.O
Total charge: 0

Geometry (Å):
C 0.262 3.392 2.237
H -0.451 1.249 -1.069
H -0.731 3.171 0.478
O -1.455 -5.574 -1.131
H -0.681 -6.096 -0.925
C 0.288 -0.742 -0.658
H 0.984 2.962 2.919
H 1.481 1.369 0.632
C -0.405 0.544 -0.234
C -0.179 2.627 1.242
H 1.089 -0.993 0.041
H 0.301 -0.419 -2.696
H 0.396 0.667 1.740
H -1.408 0.571 0.195
H -2.260 -6.087 -1.162
H 1.740 -0.078 -2.009
H 0.040 4.450 2.197
N 0.940 -0.693 -1.962
C 0.406 1.303 0.846
H -0.357 -1.621 -0.681

(5)
The following is a DFT calculation (ωB97M-V with the def2-TZVPD basis set) of a cluster of 2 separate species, C5H13NO in total in a non-equilibrium geometry.

ΔE to the lowest compared entry with this formula, charge and spin: 0.140 eV
Structure (SMILES): CCC(N)=O.CC
Total charge: 0

Geometry (Å):
O -0.609 -0.399 1.780
C 0.800 -1.408 0.120
C 0.361 -1.091 1.532
H -1.220 -1.134 -0.620
C -0.720 2.098 -0.278
H -1.643 1.566 -0.047
N 1.073 -1.648 2.559
H -0.087 -1.779 -1.817
H 0.037 1.423 0.121
H 1.671 -2.068 0.145
H 0.722 -1.325 3.449
H 1.991 -2.046 2.500
H -1.356 2.911 -2.153
H -0.732 -2.795 -0.525
H 1.227 -0.475 -0.271
H -0.683 3.019 0.297
C -0.367 -1.791 -0.768
H -0.307 1.480 -2.355
C -0.484 2.374 -1.759
H 0.326 3.088 -1.910

(6)
The following is a DFT calculation (ωB97M-V with the def2-TZVPD basis set) of an isolated molecule of C5H13NO in a non-equilibrium geometry.

ΔE to the lowest compared entry with this formula, charge and spin: 2.384 eV
Structure (SMILES): CC[C@H](CO)NC
Total charge: 0

Geometry (Å):
C -0.147 -0.110 1.128
C -1.329 -0.228 -1.178
H -1.515 0.434 -2.080
H 0.760 0.269 1.564
C -0.140 0.236 -0.381
H -1.605 0.218 2.783
H 2.198 1.163 -0.890
H -0.286 -1.207 1.289
C 2.375 0.101 -0.645
H -0.346 -1.396 -2.066
H -0.082 1.308 -0.251
H -2.172 -0.256 -0.493
H -2.165 0.976 1.087
H 2.661 0.025 0.405
H 1.067 -1.231 -0.209
C -1.325 0.632 1.802
H -0.866 1.603 2.026
H 3.127 -0.448 -1.212
O -1.247 -1.556 -1.728
N 1.036 -0.533 -0.952

(7)
The following is a DFT calculation (ωB97M-V with the def2-TZVPD basis set) of a cluster of 2 separate species, C5H13NO in total in a non-equilibrium geometry.

ΔE to the lowest compared entry with this formula, charge and spin: 1.368 eV
Structure (SMILES): CN1CCCC1.O
Total charge: 0

Geometry (Å):
H -1.315 -1.754 -1.025
N -0.509 0.538 0.549
H -2.854 -0.906 -1.214
H 3.246 -0.372 1.027
C -1.031 0.275 -1.732
C -1.803 -0.779 -0.980
H -2.508 0.006 0.990
H -0.669 -0.087 -2.699
C -1.623 -0.431 0.530
C 0.391 0.507 1.674
C 0.056 0.743 -0.780
H -1.659 1.098 -2.093
H -1.250 -1.319 1.048
O 3.791 -0.335 0.252
H -0.209 0.216 2.528
H 0.969 0.142 -0.899
H 0.234 1.810 -0.919
H 4.633 -0.683 0.501
H 0.860 1.490 1.761
H 1.250 -0.159 1.483

(8)
The following is a DFT calculation (ωB97M-V with the def2-TZVPD basis set) of a cluster of 2 separate species, C5H13NO in total in a non-equilibrium geometry.

ΔE to the lowest compared entry with this formula, charge and spin: 1.717 eV
Structure (SMILES): C=C(C)CCN.O
Total charge: 0

Geometry (Å):
H -0.895 0.649 2.401
H 0.618 0.900 -1.726
C -0.627 1.581 -0.185
C 1.894 1.491 0.541
C 0.404 1.256 0.857
H -0.622 2.660 -0.404
H -0.939 1.404 -2.212
N -0.853 -0.638 -1.442
O -0.994 -5.186 -0.619
H 0.987 0.304 2.557
H 2.416 0.605 0.896
H 2.037 1.653 -0.526
C -0.432 0.746 -1.496
H -0.205 -1.118 -0.832
H -1.752 -0.625 -0.978
H -1.646 1.421 0.174
C 0.129 0.745 2.069
H -0.460 -4.476 -0.219
H 2.255 2.380 1.055
H -1.315 -5.750 0.090

(9)
The following is a DFT calculation (ωB97M-V with the def2-TZVPD basis set) of an isolated molecule of C5H13NO in a non-equilibrium geometry.

ΔE to the lowest compared entry with this formula, charge and spin: 1.666 eV
Structure (SMILES): CNCC[C@H](C)O
Total charge: 0

Geometry (Å):
C -0.412 -0.305 -0.825
C -0.101 -0.610 2.173
H -1.187 -0.649 -1.537
H -0.059 -1.197 -0.295
H -0.851 -1.278 1.733
H 1.497 -1.784 -1.837
H 0.875 1.077 -1.796
H -0.266 -0.433 3.227
C 1.275 -0.937 -2.517
C -0.146 0.766 1.490
H -1.091 2.372 1.854
H -1.958 0.534 0.496
C -0.929 0.709 0.157
H 0.826 1.179 1.211
H 2.226 -0.604 -2.921
O -0.840 1.626 2.418
H -0.884 1.774 -0.131
N 0.720 0.103 -1.645
H 0.466 -1.238 -3.176
H 0.839 -1.104 1.923

(10)
The following is a DFT calculation (ωB97M-V with the def2-TZVPD basis set) of a cluster of 2 separate species, C5H13NO in total in a non-equilibrium geometry.

ΔE to the lowest compared entry with this formula, charge and spin: 0.386 eV
Structure (SMILES): CC(N)=O.CCC
Total charge: 0

Geometry (Å):
O -2.147 1.610 -1.574
H 2.155 -0.270 0.432
H 0.380 2.185 -2.072
C 0.258 1.266 -1.508
H 2.570 -1.873 0.922
H 1.556 -1.409 3.212
N -1.411 -0.488 -1.361
H 0.559 1.346 -0.469
H -0.727 -1.197 -1.191
C 0.013 -1.101 1.833
C -1.194 0.863 -1.521
H 1.398 0.310 2.629
H -0.295 -0.574 0.939
C 1.403 -0.744 2.364
C 2.447 -0.848 1.270
H 0.869 0.568 -2.075
H -2.365 -0.760 -1.516
H 0.087 -2.103 1.363
H -0.784 -1.228 2.553
H 3.383 -0.485 1.680

(11)
The following is a DFT calculation (ωB97M-V with the def2-TZVPD basis set) of a cluster of 2 separate species, C5H13NO in total in a non-equilibrium geometry.

ΔE to the lowest compared entry with this formula, charge and spin: 1.498 eV
Structure (SMILES): C/C=C/CCN.O
Total charge: 0

Geometry (Å):
H 0.107 1.513 -0.952
H -1.058 -3.758 -0.058
C 1.857 1.032 0.043
C 2.065 -0.387 -0.564
H 1.470 2.177 -1.583
H 1.684 -0.368 -1.585
N 1.009 1.922 -0.720
C -0.098 -3.491 0.375
H -0.337 -3.210 1.404
C 1.450 -1.526 0.212
H 1.432 0.875 1.035
H 0.208 -2.160 -1.358
H -5.349 3.893 -0.040
H 2.810 1.519 0.218
H 0.533 -4.357 0.460
H 3.142 -0.599 -0.666
O -5.477 3.646 0.890
H -4.592 3.498 1.241
H 1.881 -1.706 1.192
C 0.544 -2.324 -0.337

(12)
The following is a DFT calculation (ωB97M-V with the def2-TZVPD basis set) of a cluster of 2 separate species, C5H13NO in total in a non-equilibrium geometry.

ΔE to the lowest compared entry with this formula, charge and spin: 1.753 eV
Structure (SMILES): C=C(N)CCC.O
Total charge: 0

Geometry (Å):
C 2.341 0.972 -0.640
H -1.083 0.096 0.121
H 3.105 1.689 -0.945
H 2.063 -2.580 0.135
H -1.158 -1.109 1.279
H -0.126 -1.024 -2.117
H -5.334 2.978 3.326
H 0.335 1.214 -1.201
H 1.487 0.813 -2.631
C 0.399 -1.278 -0.138
H -5.591 1.634 2.644
C 1.153 0.637 -1.611
H 1.818 1.431 0.196
H 0.765 -2.743 1.402
C 0.771 -0.879 -1.516
H 3.006 0.133 -0.398
C 1.074 -2.290 0.468
N -0.625 -0.672 0.566
H 1.614 -1.449 -1.890
O -6.012 2.426 2.952

| no. | total energy (eV) |
| --- | --- |
| 1 | -8931.902 |
| 2 | -8933.551 |
| 3 | -8932.714 |
| 4 | -8932.023 |
| 5 | -8933.870 |
| 6 | -8931.627 |
| 7 | -8932.643 |
| 8 | -8932.294 |
| 9 | -8932.345 |
| 10 | -8933.625 |
| 11 | -8932.513 |
| 12 | -8932.258 |